(1)
10
Properties=species:S:1:pos:R:3:forces:R:3:nbo_charge:R:1 method="wB97M-V/def2-TZVPD" gap_ev=8.93 lumo_ev=0.21 total_charge=0 homo_energy_ev=-8.72
C 0.076 -2.100 0.564 1.3 0.6 -1.0 -1.0755
Si 1.197 -1.986 -0.798 0.9 1.2 1.3 0.9108
P -1.506 2.814 0.900 2.8 -0.2 -1.5 0.0380
H -0.881 1.574 0.299 -0.7 1.4 0.4 0.0052
H 0.123 -1.311 1.339 0.3 -0.3 -0.7 0.2393
H -0.700 -2.806 0.798 -0.1 -0.3 -0.4 0.2282
H 1.700 -2.713 -2.022 -1.0 -0.3 0.6 -0.1371
H 2.337 -0.903 -0.731 -1.3 -0.7 0.2 -0.1650
H -1.425 2.201 2.103 0.2 -0.4 1.6 -0.0185
H -2.736 2.348 0.739 -2.2 -0.8 -0.5 -0.0253

(2)
12
Properties=species:S:1:pos:R:3:forces:R:3:nbo_charge:R:1 method="wB97M-V/def2-TZVPD" gap_ev=9.45 lumo_ev=0.81 total_charge=0 homo_energy_ev=-8.64
C 2.324 -0.037 -0.068 0.8 -0.1 -0.5 -0.2524
H 2.722 -0.882 -0.630 -0.1 0.0 0.0 0.1845
H 2.885 0.016 0.871 -0.2 0.1 0.0 0.1649
H 2.532 0.870 -0.661 -0.1 -0.2 0.2 0.1652
H 0.647 0.616 0.447 -0.3 -0.2 0.2 0.4533
H -2.616 1.159 0.545 0.0 -0.2 -0.1 0.3383
H -1.092 0.910 0.094 -0.9 -0.1 -0.4 0.3153
H -1.297 -1.206 -0.099 -0.2 0.5 0.4 0.3538
H -2.785 -1.117 -0.608 -0.1 0.1 0.2 0.3354
N -2.063 0.680 -0.167 0.7 -0.3 0.5 -0.6648
N -2.196 -0.766 0.146 0.2 0.0 -0.7 -0.6790
O 0.939 -0.244 0.131 0.1 0.5 0.1 -0.7145

(3)
12
Properties=species:S:1:pos:R:3:forces:R:3:nbo_charge:R:1 method="wB97M-V/def2-TZVPD" gap_ev=5.24 lumo_ev=-3.89 total_charge=0 homo_energy_ev=-9.13
N 2.515 -0.241 0.034 -1.0 1.3 0.0 -0.9927
C 0.010 -0.004 -0.146 -6.5 1.0 -2.0 -0.1385
N -0.852 1.107 -0.029 4.0 0.9 0.5 -0.7383
H 3.156 -1.024 0.077 -1.5 -1.0 0.0 0.3969
H 3.106 0.570 0.046 -0.8 0.9 -0.1 0.3674
H -0.019 -0.316 -1.204 0.1 -0.2 0.5 0.2221
H 1.241 -0.035 0.022 5.7 -1.0 0.8 0.3004
H -0.287 -0.812 0.521 1.2 -0.4 1.1 0.2872
H -0.735 1.729 0.778 -0.3 -1.1 0.1 0.3780
H -1.775 0.635 -0.065 -2.5 -0.4 -0.9 0.4814
H -3.545 -1.114 -0.074 -0.3 0.7 -0.1 0.4585
O -2.814 -0.494 0.039 1.8 -0.7 0.1 -1.0224

(4)
12
Properties=species:S:1:pos:R:3:forces:R:3:nbo_charge:R:1 method="wB97M-V/def2-TZVPD" gap_ev=10.16 lumo_ev=1.01 total_charge=0 homo_energy_ev=-9.15
N -0.610 -1.387 -1.262 0.2 -0.2 0.3 -0.8352
C -0.172 -0.086 -0.783 -0.5 -0.4 -0.2 -0.0577
N -0.897 0.418 0.384 0.0 0.3 0.4 -0.8854
H -0.213 -2.134 -0.702 -0.2 0.1 -0.1 0.3546
H -1.619 -1.457 -1.226 0.0 -0.1 -0.1 0.3491
H 0.882 -0.171 -0.530 0.2 0.1 -0.3 0.1794
H -0.328 0.602 -1.609 0.4 0.3 0.0 0.1723
H -1.440 1.252 0.185 0.1 -0.2 0.0 0.3682
H -1.513 -0.281 0.773 0.0 0.0 0.0 0.3592
H 1.247 0.806 1.364 -0.1 0.1 0.2 0.4867
H 2.596 1.125 2.092 -0.2 -0.2 0.1 0.4679
O 2.067 1.313 1.314 0.1 0.1 -0.3 -0.9590

(5)
12
Properties=species:S:1:pos:R:3:forces:R:3:nbo_charge:R:1 method="wB97M-V/def2-TZVPD" gap_ev=10.10 lumo_ev=0.78 total_charge=0 homo_energy_ev=-9.32
N -2.853 -0.087 -0.855 0.8 0.0 0.9 -0.8355
C -1.449 0.248 -1.159 -0.4 -1.8 3.6 -0.0410
N -0.371 -0.370 -0.167 0.0 0.6 -2.2 -0.8776
H -2.943 -1.114 -0.747 -0.1 1.1 0.1 0.3557
H -3.136 0.413 0.021 0.3 -1.0 -1.1 0.3630
H -1.275 0.032 -2.153 0.8 -0.9 -2.0 0.1686
H -1.357 1.282 -1.046 0.2 1.6 0.2 0.1746
H -0.691 -1.145 0.369 -1.3 -0.4 0.7 0.3478
H 0.348 -0.891 -0.690 -0.2 0.9 -0.3 0.3447
H 3.622 0.859 1.266 -0.3 0.3 -0.4 0.4692
H 3.909 -0.616 1.685 0.5 2.6 0.6 0.4691
O 4.097 0.362 1.926 -0.2 -2.8 -0.2 -0.9387

(6)
13
Properties=species:S:1:pos:R:3:forces:R:3:lowdin_spin:R:1 method="wB97M-V/def2-TZVPD" gap_ev="2.95 / 9.21" lumo_ev="3.69 / 3.60" total_charge=-1 spin_multiplicity=2 homo_energy_ev="0.74 / -5.61"
N -0.153 0.533 0.490 -1.4 0.6 0.2 0.0323
C -0.541 1.188 -0.662 0.7 0.6 -1.5 0.1850
N 0.054 2.258 -1.054 1.3 -0.7 0.9 0.0057
H -0.114 1.245 1.213 0.5 -0.4 0.3 0.0066
H -0.764 -0.254 0.711 -0.2 0.2 0.1 0.0428
H -1.340 0.813 -1.303 0.3 -1.2 0.2 0.0760
H 0.169 2.235 -2.061 -1.3 0.7 -0.3 0.0160
H 3.194 -1.628 1.407 0.1 -0.5 0.4 0.0071
H 3.506 -0.227 1.355 0.4 0.1 0.6 0.0028
O 3.749 -1.003 1.896 -0.6 0.4 -1.1 0.0187
H -3.255 -1.340 -0.410 0.1 -0.1 -0.3 0.1357
H -2.117 -2.029 -1.245 -0.3 0.1 -0.2 0.1339
O -2.386 -1.790 -0.338 0.3 0.1 0.5 0.3374

These records have energy relative to the best compared isomer or geometry (same formula, charge and spin) values of 293.0; 171.9; 775.3; 15.8; 83.4; 26.2 kJ/mol, in the order they appear.